{"formula": "C33H21F6IN4O13S2TeW", "method": "ωB97M-V/def2-TZVPD", "symbols": ["W", "O", "C", "C", "C", "N", "C", "C", "C", "O", "O", "C", "O", "O", "H", "H", "H", "F", "C", "F", "F", "S", "O", "O", "N", "S", "O", "O", "C", "F", "F", "F", "I", "C", "C", "C", "C", "N", "C", "H", "H", "H", "H", "Te", "C", "C", "C", "C", "C", "C", "C", "C", "C", "C", "C", "C", "H", "H", "H", "H", "H", "H", "H", "H", "H", "H", "O", "C", "O", "C", "C", "C", "C", "C", "C", "N", "O", "O", "H", "H", "H", "H"], "xyz": [[-0.606, 0.946, -0.193], [5.337, 0.826, -2.187], [4.074, 0.791, -1.738], [3.762, 0.655, -0.377], [2.437, 0.685, -0.024], [1.471, 0.838, -0.919], [1.750, 0.850, -2.215], [3.047, 0.851, -2.677], [0.503, 0.733, -3.039], [0.510, 0.764, -4.243], [-0.529, 0.527, -2.268], [1.873, 0.417, 1.347], [2.530, 0.202, 2.319], [0.544, 0.332, 1.262], [5.964, 0.762, -1.457], [4.517, 0.512, 0.386], [3.243, 0.867, -3.740], [-4.355, 0.740, 1.698], [-4.058, -0.538, 1.924], [-4.571, -1.276, 0.940], [-4.613, -0.904, 3.077], [-2.229, -0.813, 2.049], [-1.825, -0.616, 0.599], [-2.134, -2.183, 2.435], [-1.668, 0.208, 3.038], [-1.683, 1.860, 2.725], [-1.874, 1.844, 1.146], [-0.334, 2.355, 3.014], [-2.891, 4.259, 2.881], [-4.051, 4.100, 2.271], [-3.062, 4.441, 4.174], [-2.239, 5.291, 2.356], [0.700, -4.822, 2.324], [0.004, -3.844, 0.629], [-1.090, -4.316, -0.077], [-1.490, -3.617, -1.202], [-0.816, -2.457, -1.546], [0.212, -1.976, -0.846], [0.627, -2.683, 0.203], [-1.617, -5.203, 0.247], [-2.331, -3.949, -1.796], [-1.116, -1.879, -2.411], [1.489, -2.307, 0.744], [0.417, 3.607, 0.586], [1.077, 4.519, -1.193], [0.253, 5.493, -1.745], [0.604, 6.099, -2.943], [1.783, 5.746, -3.583], [2.616, 4.788, -3.024], [2.260, 4.172, -1.833], [2.109, 4.083, 1.746], [1.849, 5.044, 2.719], [2.889, 5.542, 3.492], [4.182, 5.083, 3.297], [4.436, 4.111, 2.341], [3.401, 3.607, 1.568], [-0.655, 5.788, -1.233], [-0.042, 6.854, -3.373], [2.056, 6.223, -4.515], [3.546, 4.524, -3.512], [2.916, 3.424, -1.403], [0.839, 5.400, 2.878], [2.683, 6.290, 4.246], [4.992, 5.479, 3.895], [5.444, 3.744, 2.196], [3.612, 2.846, 0.833], [-1.322, 2.676, -1.295], [-2.410, 2.099, -1.654], [-2.636, 0.984, -1.137], [-3.283, 2.707, -2.671], [-3.284, 4.083, -2.874], [-4.048, 4.630, -3.891], [-4.791, 3.804, -4.722], [-4.770, 2.440, -4.493], [-4.038, 1.865, -3.475], [-5.552, 1.557, -5.387], [-6.246, 2.090, -6.228], [-5.451, 0.362, -5.219], [-2.686, 4.713, -2.230], [-4.062, 5.700, -4.047], [-5.377, 4.196, -5.540], [-4.039, 0.796, -3.322]], "lowdin_charge": [1.8535, 0.1102, -0.2667, 0.0813, -0.1984, 0.0026, -0.1450, 0.1052, -0.5258, 0.1322, -0.1673, -0.5237, 0.1790, -0.2452, 0.1259, 0.1463, 0.1497, 0.1345, -0.6710, 0.1482, 0.1459, 0.6231, -0.4420, -0.2518, -0.3504, 0.7615, -0.6864, -0.5023, -0.5117, 0.1379, 0.1401, 0.1023, 0.9068, -0.7285, -0.1251, -0.0417, -0.1410, 0.0453, -0.2205, 0.1041, 0.1114, 0.1098, 0.0932, 1.7278, -0.4599, -0.1446, -0.0741, -0.0737, -0.0689, -0.1227, -0.4385, -0.1304, -0.0690, -0.0743, -0.0701, -0.1138, 0.0928, 0.1067, 0.1066, 0.1083, 0.0818, 0.0928, 0.1090, 0.1066, 0.1057, 0.0678, -0.2141, -0.5324, -0.0264, -0.0909, 0.0174, -0.0352, 0.0184, -0.1165, 0.0927, -0.3502, 0.0825, 0.0926, 0.1138, 0.1129, 0.1233, 0.1410], "e_above_lowest_kcal_mol": 87.3, "energy_ev": -122331.181, "s_squared": 2.011, "e_homo_ha": [-0.3084, -0.3272], "molar_mass_g_mol": 1298.01, "spin_multiplicity": 3, "homo_lumo_gap_ev": [6.51, 7.26], "fmax_ev_per_a": 1.71, "lumo_energy_ev": [-1.8829, -1.6464]}